(1)
17
Properties=species:S:1:pos:R:3 method="wB97M-V/def2-TZVPD" e_tot_ha=-343.05971 smiles=CN(C)[C@H]1ON1C e_lumo_ha=0.0388 homo_ev=-8.84 orbital_gap_ev=9.90 e_above_lowest_kcal_mol=89.0
O 1.02776 0.50615 1.09905
N -0.19193 -0.73584 -0.61687
N 0.53889 1.49068 0.10859
C -0.14466 0.27452 0.36158
C -1.12108 -1.80794 -0.31285
C 0.01807 2.63793 0.84755
C 1.09756 -1.21456 -1.09047
H 0.95974 -1.72488 -2.04980
H -0.79597 -2.44648 0.52630
H -1.07022 0.32930 0.94138
H -1.23620 -2.44252 -1.19723
H -0.73052 3.14760 0.23154
H -2.10483 -1.39015 -0.07594
H 0.84308 3.32801 1.03985
H 1.77621 -0.37232 -1.23350
H -0.42929 2.34296 1.80617
H 1.56339 -1.92245 -0.38536

=====

(2)
96
Properties=species:S:1:pos:R:3 method="wB97M-V/def2-TZVPD" e_tot_ha=-5996.41370 e_lumo_ha=-0.1686 homo_ev=-10.86 orbital_gap_ev=6.28 e_above_lowest_kcal_mol=12.9 charge=+1
Rh 0.82446 -0.69179 1.43621
Br -6.35093 3.01208 0.17279
S 1.17218 4.74627 -2.42195
P 0.78651 -2.79741 0.42827
O -5.03840 3.37403 3.39079
O -0.37862 -0.09854 0.00557
O 2.60151 5.62174 0.89992
O -1.68338 -2.55282 1.44502
O -0.20037 -1.62362 2.87978
O 0.51646 4.64610 -1.13675
O 0.11067 1.37555 -1.61175
O 0.89704 5.14866 2.14267
O -6.52027 1.82716 3.63026
O 1.76948 6.00765 -2.78655
N 1.77995 4.86182 1.36690
N -5.39275 2.21552 3.41832
N 2.60443 -1.48638 2.27422
N 1.70522 1.26883 1.10239
N 2.57505 2.92927 -0.03905
C -2.06659 0.59356 2.96695
C 3.00403 0.63084 -0.93977
C 5.35220 -3.00765 0.27101
C 0.06063 4.21598 -3.68119
C 0.20876 -5.99177 2.84498
C -0.73791 -2.11201 -3.81823
C -3.12061 0.54372 -0.54238
C 0.29906 -4.41818 1.03006
C 3.32001 -2.25325 1.27769
C -3.78909 -1.06013 2.63077
C -1.61063 -2.51143 -2.81480
C 1.09518 -2.17510 -2.26611
C 1.32904 2.44565 1.71047
C 1.87410 3.46054 1.02026
C -4.60629 2.37942 -0.16492
C -2.44514 -0.70847 2.65901
C 0.61201 -1.94656 -3.54371
C -4.75650 -0.11042 2.90797
C -1.04091 5.25834 -3.86242
C -4.35384 1.18249 3.16864
C -1.13902 -2.74060 -1.53202
C 0.43676 -4.70634 2.38812
C 4.61947 -3.82918 -0.58187
C -3.55205 3.27401 -0.22132
C 2.58127 -2.98980 0.38173
C -0.09101 -5.40658 0.13499
C -4.40594 1.01774 -0.33261
C 4.70297 -2.22309 1.21232
C 2.44195 1.59428 0.04150
C -0.66173 0.91381 -0.78886
C -3.02823 1.56233 3.19821
C 0.22403 -2.58385 -1.25736
C 3.26628 3.62115 -1.14381
C 3.23560 -3.82101 -0.52665
C 2.46294 3.51210 -2.44357
C -2.05217 1.43154 -0.62002
C -2.26737 2.79434 -0.45772
C -0.16491 -6.98932 1.94997
C -1.41930 -1.72264 2.28374
C -0.32034 -6.69549 0.60514
H -1.01910 0.85312 3.02250
H 3.39227 4.66187 -0.86845
H 2.12541 -2.08406 2.94797
H -0.31381 3.24285 -3.35477
H -1.43345 3.48574 -0.51619
H 5.12841 -4.45808 -1.30086
H 0.68473 -3.91874 3.09041
H -1.81774 -3.02873 -0.74244
H -1.67156 4.98163 -4.70462
H -0.34095 -7.99608 2.30608
H -1.11114 -1.92747 -4.81772
H -2.77264 2.58898 3.41782
H -1.66085 5.32442 -2.96890
H 3.08687 3.73304 -3.30975
H -0.62160 -7.46917 -0.08873
H -4.06850 -2.07664 2.38504
H 0.31691 -6.21785 3.89769
H 0.67444 4.10994 -4.57966
H 2.65955 -4.44065 -1.20374
H -0.61242 6.24049 -4.05792
H 3.99240 0.93323 -1.28849
H -5.24889 0.33916 -0.29431
H 2.32328 0.55177 -1.78713
H 1.29110 -1.63790 -4.32795
H -2.66297 -2.64221 -3.03244
H 3.22338 -0.86840 2.78691
H 5.26819 -1.60512 1.90216
H -3.72487 4.33347 -0.08261
H -5.80883 -0.35505 2.91337
H -0.22100 -5.18477 -0.91568
H 4.25285 3.17765 -1.24782
H 1.96935 2.54465 -2.54482
H -2.94597 -0.52034 -0.64857
H 2.15000 -2.04879 -2.06516
H 0.73257 2.50295 2.60455
H 3.07727 -0.35123 -0.47706
H 6.43236 -2.98675 0.21010

=====

(3)
108
Properties=species:S:1:pos:R:3 method="wB97M-V/def2-TZVPD" e_tot_ha=-4959.66940 e_lumo_ha="-0.0163 / -0.0158" homo_ev="-9.04 / -8.53" orbital_gap_ev="8.60 / 8.10" multiplicity=3 s_squared=2.059
Sb 4.81918 -0.20666 2.56381
V 2.01938 -0.26626 0.75001
Cl 3.12468 -0.66366 -0.87009
P 0.36738 -1.68666 1.49731
P 0.14718 1.63964 -1.70519
Si 0.62248 1.45234 1.61721
F 3.80548 1.40894 2.07691
F 3.93678 0.12294 4.26641
F 5.83448 -0.92716 1.12291
F 3.05308 -1.11446 2.14791
F 6.26808 0.92294 2.99781
F 5.21058 -1.89546 3.40281
O 0.73338 0.44764 -1.00649
O 3.85928 0.42214 -0.25169
O 3.63848 -1.94246 -0.46879
O 3.08238 -0.52126 -2.29129
C -1.59062 -2.37226 4.66011
C 0.97068 0.88134 -4.27719
C -0.83782 -2.07696 5.95931
C -0.00312 5.51174 0.72071
C 2.36178 2.52594 -5.58419
C 0.03528 4.37764 -1.37319
C 0.95178 2.06544 -3.30959
C -4.19652 0.80564 -3.27529
C -2.29462 1.33214 1.70191
C 0.27918 3.09764 0.67171
C 2.94358 3.18964 -4.32949
C -0.70382 -3.15956 3.70041
C 0.37898 -2.97126 -1.03359
C -1.95642 -0.01916 -2.53049
C 0.30508 -4.62596 0.87351
C 1.12118 2.08504 3.36831
C 2.36878 2.56994 -3.04899
C -1.24012 -0.80726 1.47781
C 0.51768 -2.33876 3.24191
C 0.19428 3.15874 -0.71879
C -1.12392 0.58544 1.63091
C -1.06382 -3.34296 -1.36339
C -2.49232 -1.40136 1.38671
C 0.63408 -1.75626 5.66791
C 0.80098 -1.21926 4.24811
C 0.16678 4.30104 1.36601
C -0.05492 5.55634 -0.66119
C -1.34642 -4.79736 -0.99979
C -1.66542 1.34754 -1.92619
C 2.09688 1.04834 -5.30669
C -2.38022 2.44314 -2.70339
C -3.54252 0.73994 1.59181
C 0.71268 -3.21376 0.44191
C -3.88462 2.18084 -2.69239
C -3.45862 -0.28246 -2.49939
C -1.11882 -5.00976 0.49161
C -3.64132 -0.63076 1.42751
H 1.71968 2.98294 3.26011
H -4.39972 2.95594 -3.26259
H -3.80052 -0.28656 -1.46299
H -2.17112 3.41544 -2.25449
H -1.90532 -1.44266 4.18391
H -0.17612 6.49644 -1.18109
H 0.46648 -4.76526 1.94131
H 1.40428 -2.98756 3.20191
H 1.74168 1.37014 3.89501
H 1.82808 0.53014 -6.22909
H 1.82178 -0.86206 4.13631
H 0.20298 4.29144 2.44201
H -2.37592 -5.05236 -1.26079
H -4.43712 1.34764 1.62831
H -0.68352 -5.45276 -1.57059
H 0.25768 2.31044 3.98751
H -0.89722 -2.93946 6.62531
H 1.24858 -2.65286 5.77171
H -2.02762 2.45054 -3.73639
H -0.08542 6.42394 1.29371
H 0.11918 -0.38086 4.09201
H -0.00512 4.41694 -2.45049
H -4.24102 2.22724 -1.66239
H 0.36018 2.87624 -3.74599
H 4.02568 3.06544 -4.32329
H -1.41972 -0.77746 -1.96409
H -1.24402 -3.18896 -2.42799
H 3.06468 2.63104 -6.41329
H -2.49192 -2.94776 4.87741
H -2.22092 2.40234 1.83501
H 3.00808 0.59554 -4.91509
H -1.61332 -0.05586 -3.56409
H -2.04022 1.34344 -0.89449
H 1.01028 -1.02276 6.38081
H -3.88812 0.77634 -4.32319
H -0.36122 -4.05896 4.21661
H -5.27182 0.62594 -3.24169
H -3.67832 -1.26196 -2.92749
H 2.73348 4.26154 -4.35189
H -1.31592 -1.23906 6.46891
H -1.74292 -2.69386 -0.80689
H 1.42948 3.01714 -5.87849
H 1.05018 -3.58276 -1.64229
H 0.56648 -1.92176 -1.28579
H -1.29642 -3.47656 2.84521
H 0.00548 0.81134 -4.78619
H 2.97518 1.72484 -2.72529
H -4.61052 -1.10256 1.34291
H -2.58572 -2.47146 1.28461
H 0.98238 -5.31046 0.35581
H -1.28112 -6.05706 0.74961
H -1.84252 -4.41636 1.05411
H 1.81598 -3.17536 0.53341
H 2.37308 3.30524 -2.24069
H 1.13358 -0.04286 -3.71929

=====

(4)
39
Properties=species:S:1:pos:R:3 method="wB97M-V/def2-TZVPD" e_tot_ha=-881.37954 smiles="C=C1C(c2ccccc2)=C(C#N)C(=O)N1C1CCCCC1" e_lumo_ha=-0.0280 homo_ev=-9.00 orbital_gap_ev=8.24 e_above_lowest_kcal_mol=78.7
O -0.14796 -0.87315 3.07835
N 2.99379 -3.12402 2.48069
N -0.62116 -0.20692 0.98394
C -2.78488 1.19360 0.75441
C 3.54567 -3.09533 -3.15416
C -2.56932 3.45827 1.86464
C 1.23186 -2.93985 -2.30848
C -3.54040 2.36290 1.37315
C 3.07878 -1.88494 -1.13753
C -0.05353 -0.56064 -0.24805
C -1.34936 3.65145 0.95802
C 1.05359 -1.92332 1.26940
C 2.15312 -2.60282 1.84790
C -0.40634 -0.21410 -1.48233
C 2.14695 -3.44683 -3.28041
C 0.12493 -0.97445 1.90008
C -1.35752 1.06555 1.25325
C 1.71195 -2.18072 -1.20277
C 4.01313 -2.25097 -2.12211
C -0.55838 2.31076 0.79755
C 0.90948 -1.65948 -0.06223
H 4.96343 -1.72260 -1.94767
H -1.45156 1.01623 2.30040
H -4.19602 1.99927 2.17225
H 1.78537 -4.07503 -4.09859
H 0.24386 -0.43536 -2.38710
H 3.48052 -1.50679 -0.26349
H -3.24247 0.21605 0.93930
H -3.10770 4.31092 1.94557
H 0.20521 -3.18756 -2.49276
H -2.16656 3.16359 2.85150
H -1.55686 4.21967 0.01585
H -0.14214 2.15579 -0.16574
H 0.33231 2.21566 1.54489
H -4.15641 2.74870 0.53297
H -2.74174 1.29817 -0.34802
H -0.73007 4.38387 1.43284
H 4.14238 -3.36107 -4.01390
H -1.23596 0.45551 -1.58160